Record 1
Density functional theory data (the ωB97M-V functional and the def2-TZVPD basis) for one molecule with the formula C25H32N4O4S at a distorted geometry.

Geometry as XYZ:
```
66
Properties=species:S:1:pos:R:3:forces:R:3:lowdin_charge:R:1
C 2.100 5.492 -3.075 -0.1 -0.2 0.2 -0.08
C 1.377 4.663 -2.004 0.0 0.0 -0.1 -0.24
N 1.750 3.274 -1.875 0.1 0.0 0.0 -0.20
C 1.363 2.376 -2.937 0.1 -0.1 -0.1 -0.24
C 2.317 2.251 -4.132 -0.2 0.1 0.2 -0.07
C 3.028 3.003 -1.264 0.0 0.1 0.2 -0.20
C 3.016 3.258 0.253 -0.2 -0.3 -0.2 -0.15
C 1.780 2.666 0.929 0.1 0.6 0.2 -0.23
N 1.662 1.251 0.679 0.3 -0.4 -0.2 0.03
C 0.573 0.681 0.127 0.0 -0.2 0.1 -0.77
S -0.846 1.530 -0.035 -0.8 0.6 -0.1 0.70
N 0.659 -0.620 -0.248 0.3 0.1 0.1 -0.09
C 1.852 -1.426 -0.032 0.3 0.1 0.0 -0.06
C 2.958 -1.059 -0.970 -0.3 -0.3 -0.6 -0.25
C 3.079 -1.184 -2.322 -0.1 0.0 0.6 -0.01
C 4.338 -0.629 -2.664 0.3 0.2 0.4 -0.07
C 4.890 -0.206 -1.498 0.3 0.0 -0.8 -0.13
O 4.063 -0.456 -0.465 -0.1 0.0 0.5 0.02
C -0.465 -1.279 -0.888 -0.3 -0.1 -0.1 -0.15
C -1.290 -2.065 0.100 -0.2 0.3 -0.1 -0.10
C -2.340 -1.520 0.756 0.2 -0.2 -0.3 0.04
C -3.110 -2.270 1.693 -0.1 -0.5 0.3 -0.14
C -4.211 -1.740 2.370 -0.1 -0.3 0.2 0.07
C -4.936 -2.509 3.255 0.0 0.0 -0.1 -0.20
C -4.548 -3.841 3.504 0.2 0.1 -0.1 -0.19
C -3.473 -4.386 2.824 -0.2 0.1 0.1 0.07
C -2.755 -3.615 1.916 -0.5 0.5 0.3 -0.18
N -1.684 -4.131 1.236 0.2 -0.4 0.0 0.17
C -0.893 -3.445 0.345 -0.2 -0.1 0.2 -0.42
O 0.065 -4.004 -0.173 0.2 -0.1 -0.2 0.03
O -5.201 -4.629 4.408 0.2 -0.1 -0.4 -0.02
C -6.070 -3.916 5.264 -0.4 0.5 0.1 -0.14
C -6.884 -2.904 4.462 -0.1 -0.5 0.2 -0.15
O -6.027 -1.953 3.872 0.2 0.2 0.0 -0.03
H 3.178 5.376 -2.992 0.1 0.0 0.0 0.06
H 1.858 6.544 -2.942 0.0 0.1 0.0 0.07
H 1.792 5.197 -4.074 0.0 0.0 -0.1 0.06
H 1.545 5.133 -1.031 -0.1 0.1 0.0 0.11
H 0.301 4.691 -2.198 0.0 0.1 0.1 0.12
H 1.247 1.378 -2.494 -0.1 0.0 -0.1 0.09
H 0.379 2.694 -3.286 -0.1 -0.1 0.0 0.12
H 2.430 3.195 -4.655 0.0 0.1 -0.1 0.05
H 1.922 1.516 -4.830 0.0 -0.1 -0.1 0.07
H 3.300 1.917 -3.807 0.1 0.0 0.0 0.05
H 3.855 3.585 -1.707 0.0 -0.1 0.0 0.12
H 3.250 1.949 -1.436 0.1 0.0 0.0 0.09
H 3.922 2.823 0.681 0.1 0.1 0.0 0.11
H 3.034 4.329 0.459 0.1 0.0 0.1 0.10
H 1.834 2.842 2.011 -0.1 0.0 -0.1 0.12
H 0.878 3.140 0.537 0.2 -0.1 0.2 0.05
H 2.531 0.741 0.693 0.0 -0.1 0.0 0.11
H 1.566 -2.469 -0.190 0.1 0.2 0.1 0.11
H 2.204 -1.324 1.001 0.0 -0.1 -0.1 0.14
H 2.365 -1.618 -2.991 -0.2 -0.1 -0.1 0.12
H 4.766 -0.561 -3.643 0.2 0.1 -0.2 0.10
H 5.825 0.267 -1.272 0.1 0.1 0.1 0.12
H -0.074 -1.957 -1.650 0.0 0.1 0.0 0.13
H -1.084 -0.508 -1.353 0.2 -0.2 0.0 0.07
H -2.608 -0.489 0.575 0.0 0.1 -0.1 0.08
H -4.509 -0.718 2.202 -0.1 0.2 0.0 0.14
H -3.203 -5.412 3.021 0.0 -0.2 0.0 0.13
H -1.423 -5.095 1.406 0.1 0.2 -0.1 0.17
H -6.712 -4.659 5.739 0.0 0.1 0.0 0.13
H -5.486 -3.388 6.029 -0.1 -0.1 -0.1 0.14
H -7.569 -2.348 5.103 0.0 -0.1 0.0 0.13
H -7.453 -3.431 3.684 0.0 0.1 0.1 0.14
```
Positions in Å, forces in eV/Å.

Results
Net charge: 0
SMILES string: CCN(CC)CCCNC(=S)N(Cc1ccco1)Cc1cc2cc3c(cc2[nH]c1=O)OCCO3
HOMO-LUMO gap in hartree: 0.2921
ΔE to the lowest compared entry with this formula, charge and spin in kJ/mol: 213.6
LUMO in eV: 0.40


Record 2
Density functional theory data (the ωB97M-V functional and the def2-TZVPD basis) for C25H32NO2Pb as an isolated structure at a distorted geometry.

Geometry as XYZ:
```
61
Properties=species:S:1:pos:R:3:forces:R:3:lowdin_charge:R:1
C 2.925 -0.207 2.993 0.8 -1.7 -1.2 -0.15
C 3.322 -0.779 1.750 -0.4 0.0 3.0 -0.11
C 3.347 0.264 0.772 -0.2 2.4 0.1 -0.09
H 3.635 -1.809 1.590 -0.2 0.3 0.1 0.12
C 2.973 1.479 1.416 0.1 -0.7 -1.0 -0.14
C 2.697 1.189 2.788 0.6 0.2 -0.5 -0.11
H 2.983 2.471 0.958 -0.1 -0.5 0.2 0.11
C -1.216 -2.479 2.744 -2.5 1.6 -0.7 -0.09
C -0.112 -3.135 2.132 0.5 -0.6 -2.1 -0.07
C -0.260 -3.029 0.721 0.1 0.0 0.4 -0.09
H 0.680 -3.681 2.634 -0.1 0.2 0.0 0.12
C -1.460 -2.304 0.456 1.1 -1.0 -0.7 -0.24
C -2.041 -1.949 1.714 0.4 -0.3 2.6 -0.08
H 3.668 0.164 -0.263 -0.2 0.1 0.2 0.11
H 2.427 1.916 3.555 0.1 -0.3 -0.3 0.12
H 2.885 -0.728 3.951 -0.1 0.2 -0.4 0.11
H -2.989 -1.415 1.834 0.5 -0.2 0.1 0.12
H 0.383 -3.483 -0.039 -0.2 0.3 0.5 0.12
H -1.436 -2.444 3.811 0.1 0.1 -0.4 0.12
Pb 0.268 0.000 1.393 -1.0 0.7 0.0 1.62
C -2.097 -2.099 -0.897 0.4 0.5 -0.1 -0.49
C -3.540 -2.614 -0.830 -0.2 -0.1 0.1 -0.02
C -1.308 -2.860 -1.965 0.0 -0.1 0.0 -0.03
H -3.554 -3.664 -0.525 0.0 0.1 0.0 0.11
H -4.019 -2.535 -1.811 0.1 0.0 0.1 0.10
H -4.139 -2.040 -0.113 0.1 -0.1 -0.1 0.09
H -1.273 -3.923 -1.692 0.0 0.2 -0.2 0.10
H -0.278 -2.482 -2.041 -0.3 -0.1 0.0 0.09
H -1.795 -2.769 -2.944 0.1 0.0 0.2 0.10
C -2.187 -0.579 -1.260 -0.5 -0.2 0.0 -0.04
C -0.912 0.131 -1.638 0.6 0.3 0.4 -0.43
H -2.660 -0.021 -0.430 0.3 -0.1 -0.2 0.14
H -2.879 -0.484 -2.114 0.1 -0.1 0.3 0.13
O 0.181 -0.014 -1.020 -1.2 0.1 -0.3 -0.12
N -1.017 0.985 -2.667 0.0 0.3 0.5 0.11
C -0.005 2.024 -2.941 -0.3 0.0 0.0 -0.10
H -1.967 1.232 -2.926 0.3 -0.3 -0.2 0.16
C 1.370 1.482 -3.185 0.7 0.1 -0.3 -0.24
C 2.479 2.161 -2.663 -0.2 -0.3 0.1 -0.05
H 2.314 3.081 -2.092 0.1 -0.4 -0.1 0.12
C 3.770 1.667 -2.863 -0.1 0.0 -0.2 -0.09
H 4.621 2.186 -2.417 -0.2 -0.1 -0.2 0.11
C 3.970 0.517 -3.636 -0.3 0.0 0.1 -0.08
H 4.982 0.141 -3.805 -0.4 0.1 0.1 0.11
C 2.867 -0.130 -4.208 -0.2 0.3 0.1 -0.07
H 3.011 -1.026 -4.815 0.0 0.3 0.1 0.11
C 1.571 0.373 -4.006 0.4 -0.2 0.0 -0.04
H 0.715 -0.101 -4.497 0.3 0.0 0.3 0.12
H 0.015 2.750 -2.118 0.0 -0.2 -0.1 0.13
H -0.361 2.546 -3.829 0.0 0.0 0.0 0.14
C -1.088 3.372 3.089 0.0 0.3 -0.1 -0.06
C -1.521 1.926 2.953 0.3 -0.2 0.2 -0.65
C -2.923 1.716 3.491 -0.4 -0.1 0.0 -0.06
O -1.387 1.455 1.632 0.6 -0.6 -0.6 -0.44
H -1.685 4.023 2.438 0.1 -0.2 0.1 0.09
H -0.037 3.499 2.815 0.0 0.0 0.0 0.07
H -1.214 3.712 4.123 0.0 0.0 -0.1 0.08
H -0.850 1.335 3.607 0.1 0.0 0.3 0.10
H -3.668 2.187 2.838 0.2 0.0 0.1 0.09
H -3.159 0.649 3.561 0.0 0.1 0.0 0.07
H -3.022 2.150 4.493 0.0 -0.1 -0.2 0.08
```
Positions in Å, forces in eV/Å.

Results
Net charge: +1
HOMO-LUMO gap (alpha / beta) in hartree: 0.2242 / 0.2183
LUMO (alpha / beta) in eV: -5.40 / -5.65


Record 3
Density functional theory data (the ωB97M-V functional and the def2-TZVPD basis) for C25H33AsN3O4PReS4 as an isolated structure.

Geometry as XYZ:
```
72
Properties=species:S:1:pos:R:3:forces:R:3:lowdin_charge:R:1
Re 1.262 -0.281 0.609 0.0 0.1 -0.5 1.11
C -0.764 2.459 1.780 -0.2 0.0 0.0 -0.02
C 0.691 2.674 1.977 0.1 0.0 0.1 -0.30
C 1.198 3.957 2.204 -0.1 0.0 0.0 0.00
C 2.551 4.149 2.354 0.1 0.0 0.0 -0.02
C 3.396 3.045 2.334 -0.1 0.0 0.0 0.01
C 2.839 1.806 2.123 0.1 -0.1 0.0 -0.25
N 1.510 1.622 1.910 0.1 0.0 0.1 -0.01
C 3.619 0.554 2.202 0.0 -0.1 0.1 -0.23
C 4.878 0.411 2.758 -0.1 0.0 0.0 0.00
C 5.368 -0.870 2.954 0.0 0.0 0.0 -0.03
C 4.563 -1.972 2.707 -0.1 0.1 0.0 0.02
C 3.311 -1.763 2.159 0.0 0.0 0.0 -0.22
N 2.927 -0.526 1.829 0.0 0.1 0.0 -0.06
C 2.230 -2.764 2.044 0.1 0.0 0.0 -0.26
C 2.440 -4.107 2.256 -0.1 0.0 0.0 0.00
C 1.343 -4.958 2.229 0.0 0.0 0.0 -0.02
C 0.090 -4.425 2.038 0.0 0.0 0.0 0.00
C -0.068 -3.054 1.825 0.1 0.0 0.2 -0.29
C -1.427 -2.477 1.639 0.0 0.0 -0.1 -0.02
N 0.998 -2.242 1.798 0.0 -0.1 0.2 -0.01
H -1.335 3.212 2.322 0.0 0.0 0.0 0.10
H -1.002 2.547 0.720 -0.1 0.0 -0.1 0.07
H -1.086 1.471 2.104 0.0 0.0 0.0 0.08
H 0.507 4.787 2.247 0.0 0.0 0.0 0.12
H 2.954 5.141 2.500 0.0 0.0 0.0 0.12
H 4.462 3.154 2.461 0.0 0.0 0.0 0.12
H 5.456 1.278 3.041 0.0 0.0 0.0 0.12
H 6.360 -1.010 3.360 0.0 0.0 0.0 0.12
H 4.895 -2.967 2.961 0.0 0.0 0.0 0.12
H 3.436 -4.488 2.420 0.0 0.0 0.0 0.12
H 1.473 -6.021 2.377 0.0 0.0 0.0 0.12
H -0.791 -5.050 2.049 0.0 0.0 0.0 0.12
H -2.172 -3.111 2.116 0.0 0.0 0.0 0.09
H -1.516 -1.472 2.041 0.0 0.1 -0.1 0.07
H -1.667 -2.427 0.578 -0.1 0.0 -0.1 0.08
S 3.353 -0.431 -3.851 0.0 0.0 -0.1 -0.06
As 3.471 -0.401 -1.799 0.1 0.0 0.1 -0.44
S 2.026 -1.903 -0.877 0.0 -0.1 0.0 0.20
S 2.174 1.236 -0.906 0.0 0.1 0.1 0.17
S 5.235 -0.493 -0.684 0.1 0.0 -0.1 -0.04
C -2.955 -1.558 -3.856 0.0 0.0 -0.1 -0.03
C -1.796 -1.298 -2.909 -0.1 0.0 0.2 -0.59
C -0.879 -0.218 -3.458 0.0 -0.1 -0.1 -0.02
C -1.043 -2.588 -2.636 0.0 0.0 0.0 -0.04
O -2.437 -0.909 -1.639 0.0 -0.1 -0.1 -0.16
P -2.025 0.157 -0.546 0.0 0.0 -0.2 0.26
O -2.925 0.053 0.617 0.1 0.0 0.0 -0.25
O -0.518 -0.014 -0.266 -0.2 -0.1 0.2 -0.51
O -2.082 1.577 -1.272 0.1 0.1 0.1 -0.17
C -3.304 2.324 -1.573 0.1 -0.2 0.0 -0.61
C -4.388 1.400 -2.105 -0.1 0.1 0.0 -0.02
C -3.780 3.036 -0.316 0.0 0.0 0.0 -0.03
C -2.868 3.318 -2.635 0.0 0.0 0.0 -0.02
H -2.579 -1.990 -4.784 0.0 0.0 0.0 0.09
H -3.480 -0.636 -4.100 0.0 0.0 0.0 0.07
H -3.663 -2.256 -3.408 0.0 0.0 0.0 0.09
H -0.420 -0.586 -4.376 0.0 0.0 0.0 0.10
H -0.069 0.029 -2.776 0.1 0.0 0.1 0.05
H -1.435 0.691 -3.686 0.0 0.0 0.0 0.07
H -0.567 -2.944 -3.550 0.0 0.0 0.0 0.10
H -1.728 -3.356 -2.274 0.0 0.0 0.0 0.09
H -0.254 -2.423 -1.906 0.0 0.0 0.0 -0.01
H -4.683 0.658 -1.365 0.0 0.0 0.0 0.09
H -4.052 0.885 -3.003 0.0 0.1 0.0 0.06
H -5.263 2.001 -2.361 0.0 0.0 0.0 0.09
H -3.928 2.322 0.492 0.0 0.0 0.0 0.08
H -4.727 3.538 -0.520 0.0 0.0 0.0 0.09
H -3.061 3.795 -0.007 0.1 0.0 0.0 0.08
H -2.544 2.798 -3.536 0.0 0.0 0.0 0.08
H -2.039 3.923 -2.270 0.0 0.0 0.0 0.09
H -3.697 3.979 -2.893 0.0 0.0 0.0 0.09
```
Positions in Å, forces in eV/Å.

Results
Net charge: 0
HOMO-LUMO gap (alpha / beta) in hartree: 0.2244 / 0.1921
Spin multiplicity: 4
ΔE to the lowest compared entry with this formula, charge and spin in kJ/mol: 8.9
LUMO (alpha / beta) in eV: -1.11 / -2.03